i.
{
  "formula": "C2H6NO2",
  "method": "the ωB97M-V functional and the def2-TZVPD basis",
  "species": ["C", "C", "N", "O", "O", "H", "H", "H", "H", "H", "H"],
  "positions_angstrom": [[1.427, 0.000, 0.110], [0.218, -0.638, -0.431], [-1.480, 1.055, -0.380], [-2.303, -0.012, 0.228], [-0.411, -1.571, 0.075], [1.537, -0.157, 1.266], [2.432, -0.184, -0.310], [1.463, 1.023, 0.109], [0.065, -0.435, -1.442], [-1.247, 1.700, 0.321], [-1.700, -0.780, 0.454]],
  "charge": -1,
  "homo_lumo_gap_ev": [6.41, 6.41],
  "spin_multiplicity": 1,
  "lumo_ev": [4.3, 4.3],
  "e_homo_ev": [-2.1177, -2.1184]
}

ii.
{
  "formula": "C2H6NO2",
  "method": "the ωB97M-V functional and the def2-TZVPD basis",
  "species": ["C", "O", "H", "H", "H", "C", "N", "O", "H", "H", "H"],
  "positions_angstrom": [[0.294, -0.048, -2.041], [0.547, -0.964, -1.006], [-0.167, -0.609, -2.870], [-0.287, 0.791, -1.660], [1.260, 0.261, -2.490], [-0.213, 0.026, 2.315], [-0.355, 0.376, 1.051], [0.695, -0.677, 2.791], [-0.976, 0.343, 3.065], [0.298, -0.559, -0.101], [-1.097, 1.060, 0.945]],
  "charge": -1,
  "homo_lumo_gap_ev": 8.18,
  "spin_multiplicity": 1,
  "lumo_ev": 4.3,
  "e_homo_ev": -3.8403
}

Pick ii: it beats the second-best structure by 3.882 eV.

i.
{
  "formula": "C7H12N2O5",
  "method": "the ωB97M-V functional and the def2-TZVPD basis",
  "species": ["C", "C", "C", "C", "C", "C", "C", "H", "H", "H", "H", "H", "H", "H", "H", "H", "H", "H", "H", "N", "N", "O", "O", "O", "O", "O"],
  "positions_angstrom": [[-1.641, 0.161, 0.490], [-0.241, 0.607, -0.037], [-2.205, -0.813, -0.621], [-3.525, -1.360, -0.335], [2.040, -0.231, -0.454], [3.152, -1.220, -0.096], [3.059, 1.177, -0.254], [-1.709, 2.111, -0.262], [-2.514, 2.023, 1.437], [-1.494, -0.255, 1.567], [-1.798, -0.193, -1.713], [-1.302, -1.503, -0.690], [-4.141, 0.617, 0.051], [0.693, -0.835, 1.367], [1.956, -0.445, -1.483], [2.134, 1.953, -0.100], [3.926, 0.744, 0.867], [3.794, 1.591, -1.347], [2.751, -0.941, 1.659], [-2.459, 1.563, 0.422], [0.896, -0.058, 0.483], [-0.237, 1.538, -0.846], [-3.837, -2.560, -0.344], [-4.374, -0.416, 0.049], [3.981, -1.551, -1.014], [3.092, -1.704, 1.204]],
  "charge": 0,
  "homo_lumo_gap_ev": 10.14,
  "spin_multiplicity": 1,
  "lumo_ev": -0.3,
  "e_homo_ev": -10.4420
}

ii.
{
  "formula": "C7H12N2O5",
  "method": "the ωB97M-V functional and the def2-TZVPD basis",
  "species": ["N", "C", "N", "C", "O", "C", "O", "C", "O", "C", "O", "C", "C", "O", "H", "H", "H", "H", "H", "H", "H", "H", "H", "H", "H", "H"],
  "positions_angstrom": [[-2.976, 1.763, -1.444], [-2.097, 1.322, -0.879], [-1.091, 0.675, -0.344], [-0.177, 1.425, 0.591], [-0.184, 2.823, 0.281], [1.253, 0.795, 0.410], [2.157, 1.273, 1.436], [1.310, -0.666, 0.321], [2.645, -1.122, 0.242], [0.474, -1.272, -0.840], [1.027, -0.785, -2.092], [-1.044, -0.750, -0.680], [-1.744, -1.569, 0.374], [-1.329, -1.165, 1.738], [-0.531, 1.296, 1.656], [0.582, 3.099, -0.152], [1.769, 1.172, -0.527], [2.063, 2.281, 1.433], [0.984, -1.219, 1.294], [3.244, -0.356, 0.076], [0.579, -2.332, -0.798], [0.739, -1.381, -2.855], [-1.692, -0.948, -1.631], [-1.661, -2.623, 0.239], [-2.820, -1.545, 0.312], [-1.481, -0.191, 1.838]],
  "charge": 0,
  "homo_lumo_gap_ev": 9.87,
  "spin_multiplicity": 1,
  "smiles": "N#CN1[C@H](O)[C@@H](O)[C@H](O)[C@H](O)[C@H]1CO",
  "lumo_ev": 0.3,
  "e_homo_ev": -9.5969
}

Pick ii: it beats the second-best structure by 3.479 eV.

i.
{
  "formula": "C10H12N2S",
  "method": "the ωB97M-V functional and the def2-TZVPD basis",
  "species": ["C", "C", "S", "C", "C", "C", "C", "C", "C", "N", "C", "C", "N", "H", "H", "H", "H", "H", "H", "H", "H", "H", "H", "H", "H"],
  "positions_angstrom": [[2.399, 1.595, -1.590], [2.600, 0.891, -0.272], [3.971, 1.457, 0.669], [1.653, 0.018, 0.128], [1.730, -0.840, 1.336], [0.715, -1.556, 1.818], [-0.723, -1.488, 1.456], [-1.313, -0.487, 0.746], [-2.606, -0.375, 0.232], [-3.056, 0.749, -0.398], [-4.377, 0.473, -0.628], [-4.707, -0.728, -0.107], [-3.564, -1.301, 0.379], [2.479, 2.610, -1.336], [1.514, 1.237, -2.014], [3.359, 1.330, -2.169], [3.400, 1.102, 1.840], [0.951, -0.211, -0.747], [2.704, -0.974, 1.669], [0.976, -2.342, 2.429], [-1.265, -2.358, 1.760], [-0.719, 0.408, 0.618], [-5.126, 1.066, -1.133], [-5.613, -1.233, -0.241], [-3.585, -2.130, 0.873]],
  "charge": 0,
  "homo_lumo_gap_ev": 7.46,
  "spin_multiplicity": 1,
  "smiles": "C/C(S)=C/C=C\\C=C\\c1ncc[nH]1",
  "lumo_ev": 0.0,
  "e_homo_ev": -7.5079
}

ii.
{
  "formula": "C10H12N2S",
  "method": "the ωB97M-V functional and the def2-TZVPD basis",
  "species": ["C", "C", "C", "C", "C", "C", "C", "C", "C", "C", "N", "N", "S", "H", "H", "H", "H", "H", "H", "H", "H", "H", "H", "H", "H"],
  "positions_angstrom": [[-1.340, 1.771, 1.897], [-0.272, 0.038, 2.568], [-1.024, 1.044, 0.788], [-0.023, 1.876, -1.423], [0.968, 1.248, -1.969], [-1.054, 1.558, -0.522], [0.403, -0.992, 0.389], [-0.139, -1.027, -1.023], [1.952, -0.801, 0.461], [-1.022, -2.266, -1.378], [-0.966, 1.084, 2.995], [-0.249, -0.007, 1.239], [0.979, -0.490, -2.250], [-1.921, 2.658, 1.993], [0.116, -0.769, 3.147], [-0.158, 2.966, -1.756], [1.897, 1.605, -2.411], [-1.899, 2.079, -0.689], [0.149, -1.966, 0.799], [2.153, 0.185, -0.034], [2.717, -1.459, 0.002], [2.256, -0.678, 1.573], [-0.391, -3.248, -1.333], [-1.237, -2.195, -2.330], [-1.896, -2.216, -0.733]],
  "charge": 0,
  "homo_lumo_gap_ev": [6.78, 7.09],
  "spin_multiplicity": 1,
  "lumo_ev": [-0.4, -0.5],
  "e_homo_ev": [-7.1486, -7.6167]
}

iii.
{
  "formula": "C10H12N2S",
  "method": "the ωB97M-V functional and the def2-TZVPD basis",
  "species": ["C", "C", "C", "C", "N", "S", "C", "C", "C", "C", "C", "C", "N", "H", "H", "H", "H", "H", "H", "H", "H", "H", "H", "H", "H"],
  "positions_angstrom": [[-3.327, 0.029, -1.220], [-1.926, -0.162, -0.509], [-0.819, 0.361, -1.058], [-0.765, 0.945, -2.491], [-0.612, 2.289, -2.487], [-0.931, -0.018, -3.791], [0.467, 0.047, -0.360], [1.648, 0.504, -0.913], [2.849, 0.122, -0.327], [2.803, -0.534, 0.895], [1.514, -0.675, 1.478], [1.407, -1.008, 2.919], [0.397, -0.426, 0.868], [-3.198, 0.500, -2.260], [-3.845, -0.935, -1.403], [-3.982, 0.807, -0.743], [-1.898, -0.598, 0.412], [-0.913, 2.833, -1.772], [-0.948, 2.627, -3.340], [1.582, 0.914, -1.879], [3.710, 0.474, -0.860], [3.670, -0.793, 1.362], [0.299, -0.886, 3.188], [1.805, -1.920, 3.252], [1.922, -0.404, 3.570]],
  "charge": 0,
  "homo_lumo_gap_ev": 8.76,
  "spin_multiplicity": 1,
  "smiles": "C/C=C(\\C(N)=S)c1cccc(C)n1",
  "lumo_ev": 0.4,
  "e_homo_ev": -8.3239
}

Pick iii: it beats the second-best structure by 0.799 eV.

i.
{
  "formula": "C5H10S",
  "method": "the ωB97M-V functional and the def2-TZVPD basis",
  "species": ["C", "C", "C", "C", "C", "S", "H", "H", "H", "H", "H", "H", "H", "H", "H", "H"],
  "positions_angstrom": [[-1.237, 1.709, 0.532], [-0.555, 0.564, 0.379], [0.339, 0.337, -0.910], [1.683, -0.120, -0.429], [-0.811, -0.828, 0.936], [-1.109, -2.337, -0.061], [-2.023, 1.739, 1.381], [-0.963, 2.646, 0.110], [0.440, 1.352, -1.553], [0.029, -0.282, -1.793], [1.583, -1.209, -0.375], [2.647, 0.370, -0.984], [1.764, 0.262, 0.632], [-0.109, -1.226, 1.623], [-1.705, -1.089, 1.606], [0.028, -1.890, -1.094]],
  "charge": 0,
  "homo_lumo_gap_ev": 9.61,
  "spin_multiplicity": 1,
  "smiles": "C=C(CC)CS",
  "lumo_ev": 0.6,
  "e_homo_ev": -8.9653
}

ii.
{
  "formula": "C5H10S",
  "method": "the ωB97M-V functional and the def2-TZVPD basis",
  "species": ["C", "C", "C", "C", "C", "H", "H", "H", "H", "H", "H", "H", "H", "H", "H", "S"],
  "positions_angstrom": [[2.277, 0.055, 0.424], [1.112, 0.116, -0.709], [-0.087, -0.710, -0.388], [-0.890, 0.104, 0.583], [-2.383, 0.212, 0.034], [3.484, -0.425, -0.129], [1.897, -0.657, 1.348], [2.510, 1.399, 0.944], [1.315, 0.171, -1.782], [0.362, -1.569, 0.112], [-0.548, -0.711, -1.398], [-0.844, 0.023, 1.731], [-2.275, 0.328, -1.110], [-2.946, -0.778, 0.121], [-3.102, 0.900, 0.363], [0.116, 1.543, -0.145]],
  "charge": 0,
  "homo_lumo_gap_ev": 9.28,
  "spin_multiplicity": 1,
  "lumo_ev": 0.9,
  "e_homo_ev": -8.3869
}

iii.
{
  "formula": "C5H10S",
  "method": "the ωB97M-V functional and the def2-TZVPD basis",
  "species": ["C", "C", "C", "C", "C", "S", "H", "H", "H", "H", "H", "H", "H", "H", "H", "H"],
  "positions_angstrom": [[1.206, 1.388, 0.604], [0.605, 0.800, -0.623], [-0.101, 1.870, -1.481], [-0.335, -0.453, -0.470], [-1.402, -0.632, 0.571], [-0.008, -1.716, 0.731], [0.340, 1.732, 1.252], [1.853, 0.685, 1.127], [1.821, 2.279, 0.309], [1.403, 0.294, -1.206], [0.614, 2.660, -1.714], [-0.872, 2.333, -0.844], [-0.468, 1.530, -2.443], [-0.631, -0.845, -1.447], [-2.272, -1.224, 0.309], [-1.506, 0.170, 1.359]],
  "charge": 0,
  "homo_lumo_gap_ev": 9.69,
  "spin_multiplicity": 1,
  "smiles": "CC(C)[C@@H]1CS1",
  "lumo_ev": 1.1,
  "e_homo_ev": -8.6358
}

iv.
{
  "formula": "C5H10S",
  "method": "the ωB97M-V functional and the def2-TZVPD basis",
  "species": ["C", "C", "C", "S", "C", "C", "H", "H", "H", "H", "H", "H", "H", "H", "H", "H"],
  "positions_angstrom": [[0.893, -1.126, 1.628], [0.081, -0.126, 1.406], [-0.735, -0.227, 0.103], [-2.519, -0.317, 0.224], [-0.441, 0.630, -1.172], [1.039, 0.729, -1.473], [1.207, -1.898, 0.881], [1.366, -1.336, 2.548], [-0.089, 0.759, 2.059], [-0.613, -1.278, -0.213], [-2.589, 0.302, 1.491], [-0.925, 0.004, -1.905], [-0.896, 1.630, -1.142], [1.499, -0.252, -1.513], [1.470, 1.179, -0.595], [1.254, 1.326, -2.328]],
  "charge": 0,
  "homo_lumo_gap_ev": 9.84,
  "spin_multiplicity": 1,
  "smiles": "C=C[C@@H](S)CC",
  "lumo_ev": 1.0,
  "e_homo_ev": -8.8234
}

Pick iii: it beats the second-best structure by 0.779 eV.

i.
{
  "formula": "C5H10S",
  "method": "the ωB97M-V functional and the def2-TZVPD basis",
  "species": ["C", "C", "C", "S", "C", "C", "H", "H", "H", "H", "H", "H", "H", "H", "H", "H"],
  "positions_angstrom": [[-1.852, 0.262, -1.248], [-1.146, 0.032, 0.086], [-0.265, 1.194, 0.758], [1.139, 0.064, 1.242], [0.233, -0.894, -0.111], [0.902, -0.744, -1.511], [-1.519, 0.803, -2.146], [-2.099, -0.688, -1.815], [-2.782, 0.617, -1.088], [-1.742, -0.563, 0.816], [-0.731, 1.641, 1.715], [0.011, 2.016, 0.066], [0.113, -1.989, 0.311], [1.919, -1.054, -1.448], [0.939, 0.360, -1.800], [0.442, -1.270, -2.333]],
  "charge": 0,
  "homo_lumo_gap_ev": 9.50,
  "spin_multiplicity": 1,
  "smiles": "C[C@@H]1CS[C@@H]1C",
  "lumo_ev": 1.0,
  "e_homo_ev": -8.5055
}

ii.
{
  "formula": "C5H10S",
  "method": "the ωB97M-V functional and the def2-TZVPD basis",
  "species": ["C", "C", "C", "C", "C", "H", "H", "H", "H", "H", "H", "H", "H", "H", "H", "S"],
  "positions_angstrom": [[0.845, -0.201, 1.316], [0.013, 0.013, -0.029], [-0.548, 1.480, 0.094], [-0.981, -1.008, -0.261], [0.829, -0.402, -1.340], [1.238, -1.246, 1.679], [1.551, 0.702, 1.434], [0.183, -0.142, 2.086], [0.189, 2.340, 0.589], [-0.931, 1.727, -1.064], [-1.442, 1.414, 0.808], [-1.403, -1.660, 0.647], [-1.823, -0.704, -1.022], [0.106, -0.081, -2.274], [2.062, -0.113, -1.582], [0.111, -2.119, -1.081]],
  "charge": 0,
  "homo_lumo_gap_ev": 9.23,
  "spin_multiplicity": 1,
  "lumo_ev": 0.8,
  "e_homo_ev": -8.3852
}

Pick i: it beats the second-best structure by 1.763 eV.